1.
A 2-piece molecular cluster, C3H7Cl2P overall at a distorted geometry. Source: the OMol25 dataset; level of theory: wB97M-V/def2-TZVPD.

ORCA input file:
```
! RIJCOSX wB97M-V def2-TZVPD def2/J DEFGRID3
* xyz 0 1
C -0.422 -0.328 -1.300
C -1.187 -0.425 1.036
C -0.284 0.064 0.087
P 1.365 0.499 0.794
Cl -2.575 -1.269 0.252
Cl -1.077 2.541 0.122
H -1.128 0.284 -1.888
H 0.347 -0.063 -2.067
H -0.619 -1.381 -1.273
H -0.756 -1.306 1.649
H -1.614 0.245 1.751
H 0.787 1.147 1.827
H 1.743 1.579 -0.172
*
```

Properties
Molar mass   145.0 g mol⁻¹
Total energy   -1380.1329 a.u.
Relative energy (zero: lowest compared OMol25 entry of this formula, charge and spin)   46.1 kcal per mole
Highest occupied orbital energy   -9.1 eV
F_max   4.92 eV/Å

Here are the Löwdin charges for atoms 1 to 6, given in e:
1. C -0.2019
2. C -0.6571
3. C -0.7519
4. P 0.8434
5. Cl 0.5978
6. Cl -0.1207

2.
A 2-piece molecular cluster, C3H7ClF2N2 overall at a distorted geometry. Source: the OMol25 dataset; level of theory: wB97M-V/def2-TZVPD.

ORCA input file:
```
! RIJCOSX wB97M-V def2-TZVPD def2/J DEFGRID3
* xyz 0 1
C 0.531 1.730 0.175
C -0.293 0.527 0.130
C 0.645 -0.938 1.269
N -1.536 -0.961 -1.268
N -0.441 0.011 -1.128
F 1.358 -1.738 0.459
F -0.376 -1.681 1.790
Cl 1.806 -0.462 2.607
H -0.218 2.637 0.031
H 1.065 1.708 1.195
H 1.348 1.692 -0.733
H -1.373 0.497 0.566
H -1.128 -1.862 -1.118
H -1.674 -0.934 -2.277
H 0.286 -0.224 -1.699
*
```

Properties
Molar mass   144.6 g mol⁻¹
Total energy   -887.8346 a.u.
Relative energy (zero: lowest compared OMol25 entry of this formula, charge and spin)   0.0 kcal per mole
Highest occupied orbital energy   -8.8 eV
F_max   3.98 eV/Å

Here are the Löwdin charges for atoms 1 to 6, given in e:
1. C -0.1097
2. C -0.3128
3. C -0.7587
4. N 0.0479
5. N -0.1113
6. F -0.0154

3.
One molecule with the formula C3H7ClN2 at a distorted geometry. Source: the OMol25 dataset; level of theory: wB97M-V/def2-TZVPD.

ORCA input file:
```
! RIJCOSX wB97M-V def2-TZVPD def2/J DEFGRID3
* xyz 0 1
C 2.382 -0.200 -0.136
C -1.076 -0.247 0.534
C -2.036 0.852 0.163
H 2.950 -0.026 0.817
H 3.209 -0.897 -0.882
H 1.815 0.586 -1.036
H 0.802 -1.726 0.399
H -1.557 -1.085 0.844
H -1.599 1.767 -0.480
H -2.575 1.437 1.022
N 1.010 -0.939 -0.042
N 0.039 -0.038 -0.058
Cl -3.364 0.516 -1.144
*
```

Properties
Molar mass   106.6 g mol⁻¹
Total energy   -688.0412 a.u.
Relative energy (zero: lowest compared OMol25 entry of this formula, charge and spin)   110.2 kcal per mole
Highest occupied orbital energy   -8.9 eV
SMILES   CN/N=C/CCl
F_max   6.19 eV/Å

Here are the Löwdin charges for atoms 1 to 6, given in e:
1. C -0.0803
2. C -0.2187
3. C -0.5312
4. H 0.0473
5. H 0.1153
6. H 0.1627

4.
One molecule with the formula C3H7ClN2 at a distorted geometry. Source: the OMol25 dataset; level of theory: wB97M-V/def2-TZVPD.

ORCA input file:
```
! RIJCOSX wB97M-V def2-TZVPD def2/J DEFGRID3
* xyz 0 1
C 0.375 0.225 1.447
C -0.579 -0.823 0.677
C 0.402 -0.197 -1.514
H 1.255 0.438 0.787
H 0.931 -0.084 2.367
H -1.442 -1.009 1.338
H -0.071 -1.766 0.647
H -1.518 0.454 -0.724
H 0.956 -1.161 -1.731
H 0.121 1.651 -2.144
N -0.808 -0.320 -0.719
N 0.752 0.856 -2.245
Cl -0.377 1.736 1.814
*
```

Properties
Molar mass   106.6 g mol⁻¹
Total energy   -688.1701 a.u.
Relative energy (zero: lowest compared OMol25 entry of this formula, charge and spin)   29.3 kcal per mole
Highest occupied orbital energy   -9.4 eV
SMILES   [H]/N=C\NCCCl
F_max   3.71 eV/Å

Here are the Löwdin charges for atoms 1 to 6, given in e:
1. C -0.6531
2. C -0.2383
3. C -0.2883
4. H 0.0600
5. H 0.0721
6. H 0.1077

5.
A 2-piece molecular cluster, C3H7ClN2O overall at a distorted geometry. Source: the OMol25 dataset; level of theory: wB97M-V/def2-TZVPD.

ORCA input file:
```
! RIJCOSX wB97M-V def2-TZVPD def2/J DEFGRID3
* xyz 0 1
C 1.538 1.459 -0.998
C 0.062 0.544 1.185
C -0.413 -0.592 -0.973
N 2.500 0.718 -1.064
N 0.454 -0.384 0.143
O 1.000 2.481 -0.963
Cl 4.121 1.296 -2.108
H -0.870 1.083 1.204
H -0.118 -0.148 2.131
H 0.907 1.147 1.486
H -0.715 0.476 -1.518
H 0.129 -1.133 -1.743
H -1.381 -0.920 -0.535
H 2.773 -0.061 -0.498
*
```

Properties
Molar mass   122.6 g mol⁻¹
Total energy   -763.2755 a.u.
Relative energy (zero: lowest compared OMol25 entry of this formula, charge and spin)   101.6 kcal per mole
Highest occupied orbital energy (spin up / spin down)   -9.6 / -8.5 eV
F_max   3.81 eV/Å

Here are the Löwdin charges for atoms 1 to 6, given in e:
1. C -0.4868
2. C -0.1741
3. C -0.1697
4. N -0.1598
5. N -0.1169
6. O 0.1910

6.
One molecule with the formula C3H7ClN2O at a distorted geometry. Source: the OMol25 dataset; level of theory: wB97M-V/def2-TZVPD.

ORCA input file:
```
! RIJCOSX wB97M-V def2-TZVPD def2/J DEFGRID3
* xyz 0 1
C 0.459 2.004 -0.640
C -0.760 -1.309 -0.680
C 0.777 -0.660 1.035
N -0.420 1.064 -0.338
N 0.239 -0.353 -0.217
O 0.286 3.202 -0.398
Cl -1.744 1.531 0.836
H 1.215 1.727 -1.379
H -1.335 -1.002 -1.539
H -0.201 -2.155 -0.973
H -1.468 -1.630 0.041
H 1.024 -1.745 1.146
H 1.794 -0.215 1.240
H 0.131 -0.460 1.866
*
```

Properties
Molar mass   122.6 g mol⁻¹
Total energy   -763.3447 a.u.
Relative energy (zero: lowest compared OMol25 entry of this formula, charge and spin)   58.1 kcal per mole
Highest occupied orbital energy   -10.0 eV
SMILES   CN(C)N(Cl)C=O
F_max   5.19 eV/Å

Here are the Löwdin charges for atoms 1 to 6, given in e:
1. C -0.4361
2. C -0.0968
3. C -0.1422
4. N -0.3443
5. N -0.2043
6. O -0.0212

7.
One molecule with the formula C3H7ClN2S at a distorted geometry. Source: the OMol25 dataset; level of theory: wB97M-V/def2-TZVPD.

ORCA input file:
```
! RIJCOSX wB97M-V def2-TZVPD def2/J DEFGRID3
* xyz 0 1
C -1.414 1.277 -0.513
C 0.474 0.055 0.343
C 1.827 -0.055 0.860
H -2.296 1.290 0.205
H -1.283 0.506 -1.273
H -1.326 2.308 -1.080
H 2.268 0.852 1.350
H 1.879 -0.935 1.654
H 0.821 -1.425 -0.798
H -2.243 -1.437 -0.809
N -0.179 1.232 0.462
N -0.109 -0.948 -0.211
S -1.325 -1.943 0.201
Cl 2.907 -0.775 -0.390
*
```

Properties
Molar mass   138.6 g mol⁻¹
Total energy   -1086.2809 a.u.
Relative energy (zero: lowest compared OMol25 entry of this formula, charge and spin)   67.6 kcal per mole
Highest occupied orbital energy   -9.1 eV
SMILES   C/N=C(/CCl)NS
F_max   9.15 eV/Å

Here are the Löwdin charges for atoms 1 to 6, given in e:
1. C -0.1304
2. C -0.6719
3. C -0.4984
4. H 0.0802
5. H 0.0287
6. H 0.0950

8.
An isolated ion of composition C3H7ClN3 and charge +1 at a distorted geometry. Source: the OMol25 dataset; level of theory: wB97M-V/def2-TZVPD.

ORCA input file:
```
! RIJCOSX wB97M-V def2-TZVPD def2/J DEFGRID3
* xyz 1 1
C -0.231 0.520 0.387
C 0.760 -0.422 -0.183
C 0.026 -1.431 -1.089
N -0.847 -0.771 -1.966
N -1.288 0.834 -0.273
N -0.096 0.949 1.656
Cl -0.723 -2.795 -0.010
H 1.383 0.288 -0.805
H 1.330 -1.039 0.592
H 0.805 -1.834 -1.722
H -1.855 -0.956 -1.847
H -1.997 1.482 -0.223
H 0.776 0.793 2.043
H -0.819 1.514 1.990
*
```

Properties
Molar mass   120.6 g mol⁻¹
Total energy   -742.5849 a.u.
Relative energy (zero: lowest compared OMol25 entry of this formula, charge and spin)   91.7 kcal per mole
Highest occupied orbital energy (spin up / spin down)   -15.2 / -15.2 eV
F_max   6.15 eV/Å

Here are the Löwdin charges for atoms 1 to 6, given in e:
1. C -0.4328
2. C -0.1145
3. C -0.6768
4. N 0.2729
5. N 0.2687
6. N 0.2304

9.
A 2-piece molecular cluster, C3H7ClNS overall at a distorted geometry. Source: the OMol25 dataset; level of theory: wB97M-V/def2-TZVPD.

ORCA input file:
```
! RIJCOSX wB97M-V def2-TZVPD def2/J DEFGRID3
* xyz 1 1
C 0.596 -1.370 -1.468
C -0.895 -1.654 -1.619
C -0.460 -0.557 -0.867
N -0.664 0.673 -0.559
S 0.493 2.554 2.445
Cl 1.528 3.187 4.047
H 1.072 -1.989 -0.665
H 1.342 -1.091 -2.220
H -1.498 -1.579 -2.446
H -1.221 -2.562 -1.107
H -1.658 0.983 -0.509
H 1.307 2.259 5.015
H 0.059 1.146 -0.048
*
```

Properties
Molar mass   124.6 g mol⁻¹
Total energy   -1031.2208 a.u.
Relative energy (zero: lowest compared OMol25 entry of this formula, charge and spin)   75.6 kcal per mole
Highest occupied orbital energy   -11.6 eV
F_max   2.90 eV/Å

Here are the Löwdin charges for atoms 1 to 6, given in e:
1. C 0.0171
2. C -0.0089
3. C -0.2000
4. N 0.2931
5. S -0.1770
6. Cl 0.2850

10.
One molecule with the formula C3H7ClO at a distorted geometry. Source: the OMol25 dataset; level of theory: wB97M-V/def2-TZVPD.

ORCA input file:
```
! RIJCOSX wB97M-V def2-TZVPD def2/J DEFGRID3
* xyz 0 1
C 1.464 -0.838 0.212
C -0.131 0.664 -0.611
C -1.255 0.490 0.250
H 1.647 0.228 0.726
H 1.114 -1.808 0.867
H 2.289 -1.460 -0.398
H -0.488 1.111 -1.474
H 0.418 1.468 -0.029
H -0.947 0.336 1.269
H -2.190 1.294 0.332
O 0.286 -0.633 -0.911
Cl -2.208 -0.851 -0.233
*
```

Properties
Molar mass   94.5 g mol⁻¹
Total energy   -653.8018 a.u.
Relative energy (zero: lowest compared OMol25 entry of this formula, charge and spin)   73.3 kcal per mole
Highest occupied orbital energy   -9.8 eV
SMILES   COCCCl
F_max   6.56 eV/Å

Here are the Löwdin charges for atoms 1 to 6, given in e:
1. C -0.0072
2. C -0.4486
3. C -0.6712
4. H 0.1123
5. H 0.1126
6. H 0.1016

11.
A 2-piece molecular cluster, C3H7ClOS overall at a distorted geometry. Source: the OMol25 dataset; level of theory: wB97M-V/def2-TZVPD.

ORCA input file:
```
! RIJCOSX wB97M-V def2-TZVPD def2/J DEFGRID3
* xyz 0 1
C 1.753 -0.191 -0.001
C 0.682 -0.271 -0.970
C -1.371 -0.022 0.348
O -0.990 -0.126 1.673
S -2.087 1.512 -0.295
Cl -2.427 -1.301 -0.104
H 1.739 -0.875 0.722
H 1.902 0.736 0.356
H 2.679 -0.316 -0.417
H 0.346 -1.285 -1.334
H 0.341 0.538 -1.574
H -1.654 -0.639 2.148
H -0.914 2.240 -0.551
*
```

Properties
Molar mass   126.6 g mol⁻¹
Total energy   -1051.9821 a.u.
Relative energy (zero: lowest compared OMol25 entry of this formula, charge and spin)   89.6 kcal per mole
Highest occupied orbital energy (spin up / spin down)   -7.9 / -7.9 eV
F_max   4.54 eV/Å

Here are the Löwdin charges for atoms 1 to 6, given in e:
1. C -0.1495
2. C -0.0197
3. C -1.1893
4. O -0.1308
5. S 0.6551
6. Cl 0.6037

12.
One molecule with the formula C3H7ClS at a distorted geometry. Source: the OMol25 dataset; level of theory: wB97M-V/def2-TZVPD.

ORCA input file:
```
! RIJCOSX wB97M-V def2-TZVPD def2/J DEFGRID3
* xyz 0 1
C 0.699 1.221 -0.570
C 0.317 -0.035 0.264
C -1.084 -0.440 0.642
H 0.347 2.229 -0.200
H 1.823 1.292 -0.734
H 0.187 0.991 -1.579
H 0.738 0.196 1.247
H 0.421 -2.029 -0.984
H -1.573 0.223 1.372
H -0.864 -1.302 1.332
S 1.371 -1.544 -0.291
Cl -2.380 -0.804 -0.500
*
```

Properties
Molar mass   110.6 g mol⁻¹
Total energy   -976.8510 a.u.
Relative energy (zero: lowest compared OMol25 entry of this formula, charge and spin)   14.5 kcal per mole
Highest occupied orbital energy   -9.4 eV
SMILES   C[C@H](S)CCl
F_max   2.50 eV/Å

Here are the Löwdin charges for atoms 1 to 6, given in e:
1. C -0.1481
2. C -0.7113
3. C -0.6905
4. H 0.0829
5. H 0.0780
6. H 0.0895